Arrangement P

H10O5 | wB97M-V/def2-TZVPD

The value obtained for the HOMO-LUMO gap is 11.056 eV. The SMILES is O.O.O.O.O. As for the net charge: 0.

Atoms and positions in Å:
H 3.57355 -0.28027 -2.77684
O -2.73118 -1.92851 2.68230
O -1.84629 0.24014 1.01323
H -2.66449 -1.44379 3.50855
H -2.56396 0.65976 0.52837
H 0.07500 -1.27318 -1.49736
O 0.03166 -0.42812 -1.04181
H 2.16008 1.99547 -1.02846
H -0.47935 -0.59441 -0.23741
H -1.45052 0.94497 1.53718
H 1.00285 1.20090 -0.43490
H -2.29966 -1.36263 2.02758
O 1.61188 1.92321 -0.24175
H 2.32182 0.06838 -1.97811
O 3.25861 0.27809 -2.06057

Löwdin population analysis, charges in e, atoms 1 to 6: number 1, H, carries 0.041; number 2, O, carries -0.071; number 3, O, carries -0.036; number 4, H, carries 0.028; number 5, H, carries 0.078; number 6, H, carries 0.054


Arrangement Q

H10O5 | wB97M-V/def2-TZVPD

The value obtained for the HOMO-LUMO gap is 11.337 eV. The SMILES is O.O.O.O.O. As for the net charge: 0.

Atoms and positions in Å:
O 0.99382 -0.73843 -1.23399
H 2.21188 4.14868 2.39908
O 2.62458 3.24799 2.56392
H -1.60207 -2.70204 -2.48841
H -2.67009 -1.82289 -1.64934
H 2.31363 2.89340 1.74499
O -2.10685 -1.22611 -1.16941
O 0.80085 1.27286 3.05269
H 1.66247 -1.17209 -0.71810
H 1.24935 0.41341 3.06523
O -2.31239 -2.61533 -3.22683
H -2.01429 -2.05042 -3.93866
H 1.36519 0.14623 -1.37685
H -2.70498 -0.59556 -0.70937
H 0.18883 1.21349 3.78044

Löwdin population analysis, charges in e, atoms 1 to 6: number 1, O, carries -0.054; number 2, H, carries 0.070; number 3, O, carries -0.084; number 4, H, carries 0.094; number 5, H, carries -0.021; number 6, H, carries -0.002


Arrangement R

H10O5 | wB97M-V/def2-TZVPD

The value obtained for the HOMO-LUMO gap is 11.226 eV. The SMILES is O.O.O.O.O. As for the net charge: 0.

Atoms and positions in Å:
O 0.25664 -2.11210 -3.83925
H -0.61795 -1.86888 -4.16317
H -0.44923 0.97542 0.21692
H 2.94176 3.64923 2.64144
H 0.98534 -1.70171 1.94476
O -0.69252 0.25998 -0.38136
H 2.54244 3.56514 1.17736
H 1.54455 -0.35301 2.36707
H -3.11238 -0.50513 0.43014
H 0.07976 -2.58093 -3.01590
H -0.59481 -0.53613 0.15310
O 2.67913 4.19645 1.89272
H -2.94072 -1.19594 -0.91276
O 0.97057 -0.76642 1.71237
O -3.59258 -1.02594 -0.22343

Löwdin population analysis, charges in e, atoms 1 to 6: number 1, O, carries -0.061; number 2, H, carries 0.033; number 3, H, carries 0.035; number 4, H, carries 0.030; number 5, H, carries 0.050; number 6, O, carries -0.064


Arrangement S

H10O5 | wB97M-V/def2-TZVPD

The value obtained for the HOMO-LUMO gap is 10.721 eV. The SMILES is O.O.O.O.O. As for the net charge: 0.

Atoms and positions in Å:
H 0.03624 0.05383 0.85149
H -0.84388 1.90077 0.05704
H 0.26529 -0.06205 2.29886
O -0.52425 -1.87903 -0.42602
H 0.35755 -1.52850 -0.73897
H -1.79543 -0.71225 -1.04009
O 2.01129 -0.25983 -1.27805
H -2.21913 0.12218 0.18162
H -0.30743 -1.61860 0.50171
H 1.54332 0.58867 -1.23651
O 0.53472 -0.59054 1.58516
H 0.64169 2.37424 0.46279
O 0.12003 1.77664 -0.07414
O -2.05745 0.23218 -0.77672
H 2.23744 -0.39772 -0.36818

Löwdin population analysis, charges in e, atoms 1 to 6: number 1, H, carries 0.099; number 2, H, carries 0.060; number 3, H, carries 0.015; number 4, O, carries -0.109; number 5, H, carries 0.045; number 6, H, carries 0.055


Most favorable structure: arrangement P. The second most favorable one is 0.493 eV above it.


Arrangement P

H10O5 | wB97M-V/def2-TZVPD

The value obtained for the HOMO-LUMO gap is 10.122 eV. The SMILES is O.O.O.O.O. As for the net charge: 0.

Atoms and positions in Å:
O -1.33247 0.06473 -0.15727
H 0.82553 2.15573 1.52373
H -1.02747 -0.87927 -0.37627
O 0.62953 1.22773 1.36173
H 2.50853 -1.23027 0.13673
H -0.44147 0.16173 0.23073
O 2.85553 -0.39127 0.02973
H -2.05847 1.33373 -1.31727
H 0.49453 0.93373 2.25073
H -1.89047 3.00473 -1.63527
H 2.31053 0.21973 0.49873
H 0.54253 -2.94727 -0.06127
O -0.22647 -2.61427 -0.42027
O -2.16847 2.08573 -2.05927
H -1.02147 -3.12527 -0.00527

Löwdin population analysis, charges in e, atoms 1 to 6: number 1, O, carries -0.107; number 2, H, carries 0.075; number 3, H, carries 0.042; number 4, O, carries -0.025; number 5, H, carries -0.022; number 6, H, carries 0.002


Arrangement Q

H10O5 | wB97M-V/def2-TZVPD

The value obtained for the HOMO-LUMO gap is 11.918 eV. The SMILES is O.O.O.O.O. As for the net charge: 0.

Atoms and positions in Å:
H 9.53650 -1.95751 7.02904
H 6.71364 -3.75750 6.41131
O 6.04995 -3.42659 7.04362
O 9.23850 -2.80988 7.37871
O 4.47757 -1.14433 6.30158
O 7.59473 -0.56873 6.91219
H 4.72772 0.36988 4.74881
H 6.95835 0.06735 6.59798
H 5.37310 -0.80938 6.52969
H 4.49651 -2.06215 6.59875
H 8.59171 -2.59388 8.04320
H 6.41067 -3.74948 7.85945
H 7.21965 -1.45751 6.87080
H 4.84114 1.88286 4.47403
O 5.29905 1.13234 4.79756

Löwdin population analysis, charges in e, atoms 1 to 6: number 1, H, carries 0.042; number 2, H, carries 0.074; number 3, O, carries -0.037; number 4, O, carries -0.056; number 5, O, carries -0.066; number 6, O, carries -0.045


Most favorable structure: arrangement Q. The second most favorable one is 0.904 eV above it.


Arrangement P

H10O5 | wB97M-V/def2-TZVPD

The value obtained for the HOMO-LUMO gap is 11.099 eV. The SMILES is O.O.O.O.O. As for the net charge: 0.

Atoms and positions in Å:
H -1.63361 -2.65634 0.92887
O -1.47102 -1.83807 0.35984
H -1.89531 -1.97680 -0.50725
O 0.74414 -0.75675 -0.83123
H 0.10147 -1.27971 -0.36937
H 2.06107 0.33641 -1.89681
H -2.15837 -0.25157 0.72884
H 1.97002 1.74586 -1.92920
H 1.28325 1.07292 2.06421
H 1.03541 -0.09753 -0.21115
O 1.31088 1.79277 1.41057
H -3.39467 0.62098 0.45481
O -2.74143 0.44439 1.08583
H 2.19111 1.76613 0.91927
O 2.59705 1.07732 -2.20722

Löwdin population analysis, charges in e, atoms 1 to 6: number 1, H, carries 0.128; number 2, O, carries -0.073; number 3, H, carries 0.090; number 4, O, carries -0.041; number 5, H, carries -0.022; number 6, H, carries -0.010


Arrangement Q

H10O5 | wB97M-V/def2-TZVPD

The value obtained for the HOMO-LUMO gap is 11.680 eV. The SMILES is O.O.O.O.O. As for the net charge: 0.

Atoms and positions in Å:
H -0.37984 -2.37062 1.34213
H -0.51142 2.92806 0.79145
O 0.32169 0.91328 -2.26004
H -0.70170 -1.85254 -2.16212
O -0.18166 -1.61059 -1.41483
H -0.64795 -1.42101 0.18079
H 1.17925 0.39282 2.08669
H 0.14512 1.56980 1.32678
O 0.30904 0.07513 2.18909
H -0.35888 -0.52675 1.91930
H 0.28990 1.25376 -1.31451
H 1.23704 0.98501 -2.48737
O 0.09391 2.19143 0.53700
O -0.97943 -1.71352 1.08888
H 0.18493 -0.81427 -1.82326

Löwdin population analysis, charges in e, atoms 1 to 6: number 1, H, carries 0.030; number 2, H, carries 0.064; number 3, O, carries -0.059; number 4, H, carries 0.052; number 5, O, carries -0.038; number 6, H, carries 0.042


Arrangement R

H10O5 | wB97M-V/def2-TZVPD

The value obtained for the HOMO-LUMO gap is 10.016 eV. The SMILES is O.O.O.O.O. As for the net charge: 0.

Atoms and positions in Å:
H 1.20747 1.77793 1.48513
O 0.80447 1.16693 2.07613
H 1.24347 -1.86607 1.54813
O -1.10953 0.29193 0.33613
H 1.04647 -0.70107 2.42613
H -0.69653 -0.45807 -0.07087
H -1.25753 0.86293 -3.11987
H 0.87747 -1.62507 -1.40787
H 0.04547 0.97693 1.53213
O 1.00247 -1.38407 -0.47687
O 1.03547 -1.66307 2.48213
H 1.69747 -0.80307 -0.61187
H -2.67653 1.00193 -2.78387
O -1.92453 1.52093 -3.02687
H -1.29553 0.90093 -0.38787

Löwdin population analysis, charges in e, atoms 1 to 6: number 1, H, carries 0.029; number 2, O, carries -0.039; number 3, H, carries 0.003; number 4, O, carries -0.033; number 5, H, carries -0.022; number 6, H, carries 0.002


Arrangement S

H10O5 | wB97M-V/def2-TZVPD

The value obtained for the HOMO-LUMO gap is 10.526 eV. The SMILES is O.O.O.O.O. As for the net charge: 0.

Atoms and positions in Å:
O -2.50368 -1.57753 -1.17539
H 2.01966 1.89936 -2.07606
H 0.31822 -1.62586 0.79669
O 0.51174 1.76214 1.87834
H -2.73092 -2.49289 -1.01199
H 0.26700 -1.66491 2.30922
H 1.22012 2.25564 1.46496
O 0.07116 -0.23379 -0.30028
H 0.54673 0.38090 -0.85905
O 1.71911 1.71455 -1.18626
O 0.06551 -2.18503 1.53133
H 0.20278 1.16755 1.19479
H -0.70332 -0.47167 -0.81002
H 2.33474 2.18330 -0.62279
H -3.33886 -1.11176 -1.13347

Löwdin population analysis, charges in e, atoms 1 to 6: number 1, O, carries -0.033; number 2, H, carries 0.061; number 3, H, carries -0.028; number 4, O, carries -0.048; number 5, H, carries 0.048; number 6, H, carries 0.024


Most favorable structure: arrangement S. The second most favorable one is 0.345 eV above it.


Arrangement P

H10O5 | wB97M-V/def2-TZVPD

The value obtained for the HOMO-LUMO gap is 10.839 eV. The SMILES is O.O.O.O.O. As for the net charge: 0.

Atoms and positions in Å:
O -4.35976 -1.60566 -0.01001
H 2.66318 0.61595 -0.54504
H -1.92771 2.74734 0.21317
O 0.03736 0.29459 0.48608
H -1.82146 1.61338 -0.79325
H -0.84337 -0.08920 0.40856
O -1.30018 2.30413 -0.36886
H 0.61995 -0.46924 0.56447
H 2.26462 0.78228 0.91220
H -5.00406 -1.88271 0.65113
O 2.52569 1.28660 0.13342
H 2.96429 -2.79824 -0.02834
H 4.25762 -2.00692 -0.13395
O 3.31192 -1.94429 -0.30924
H -4.89333 -1.19564 -0.70006

Löwdin population analysis, charges in e, atoms 1 to 6: number 1, O, carries -0.064; number 2, H, carries 0.018; number 3, H, carries 0.039; number 4, O, carries -0.076; number 5, H, carries 0.028; number 6, H, carries 0.036


Arrangement Q

H10O5 | wB97M-V/def2-TZVPD

The value obtained for the HOMO-LUMO gap is 11.355 eV. The SMILES is O.O.O.O.O. As for the net charge: 0.

Atoms and positions in Å:
O 1.71447 0.65658 -0.07865
H -2.32779 0.48946 -0.79458
H -1.38596 -0.72901 1.84035
O 1.49679 -1.26618 2.36491
H 2.01412 -0.56574 1.94881
H -0.89845 0.85535 -2.29773
H 2.02480 -2.06875 2.30195
O -0.66903 1.02404 -3.22841
H 1.94263 1.46042 -0.55185
H -1.03674 -0.02775 0.01614
O -0.80514 -1.12838 1.18645
H -1.47119 1.20086 -3.72113
H 0.75427 0.59884 -0.07775
O -1.45027 0.72374 -0.48616
H 0.09750 -1.22350 1.57765

Löwdin population analysis, charges in e, atoms 1 to 6: number 1, O, carries -0.038; number 2, H, carries 0.052; number 3, H, carries 0.069; number 4, O, carries -0.025; number 5, H, carries 0.052; number 6, H, carries -0.020


Most favorable structure: arrangement Q. The second most favorable one is 1.102 eV above it.


Arrangement P

H10O5 | wB97M-V/def2-TZVPD

The value obtained for the HOMO-LUMO gap is 11.650 eV. The SMILES is O.O.O.O.O. As for the net charge: 0.

Atoms and positions in Å:
O -2.03763 -0.18502 -3.46900
O 0.43684 -0.42368 0.24939
H 0.21904 0.00959 1.07466
H 0.28069 3.05525 3.32002
H -1.40872 0.52527 -3.59634
O 4.79239 1.86627 2.23905
H -2.62229 -3.11488 -2.70900
H -0.36557 -0.36870 -0.26960
O 0.67000 2.20193 3.51108
H 4.86104 1.15462 1.60259
H -3.36349 -4.22766 -1.99891
H 3.91352 1.77505 2.60717
H 0.00792 1.74724 4.03177
H -2.77681 0.04514 -4.03191
O -2.60694 -4.06043 -2.56098

Löwdin population analysis, charges in e, atoms 1 to 6: number 1, O, carries -0.052; number 2, O, carries -0.051; number 3, H, carries 0.019; number 4, H, carries 0.031; number 5, H, carries 0.032; number 6, O, carries -0.054


Arrangement Q

H10O5 | wB97M-V/def2-TZVPD

The value obtained for the HOMO-LUMO gap is 10.781 eV. The SMILES is O.O.O.O.O. As for the net charge: 0.

Atoms and positions in Å:
O -2.39013 -0.86816 1.96337
H -0.68462 -0.14745 -0.85272
O 2.48159 2.15571 -0.10179
H -1.70731 -0.83079 1.30306
O -0.21568 -0.42406 -0.08181
H 0.30674 0.32922 0.04855
H -1.59609 0.37695 -3.27433
H -2.55706 0.07407 2.12516
H -0.44620 1.11218 -2.52156
H 2.68561 1.76745 0.75927
H 0.75290 -2.39903 1.89511
O -1.33168 0.66517 -2.40204
H 3.26292 2.71045 -0.26370
O 1.00987 -2.55425 0.93883
H 0.42912 -1.96745 0.46461

Löwdin population analysis, charges in e, atoms 1 to 6: number 1, O, carries -0.060; number 2, H, carries 0.004; number 3, O, carries -0.068; number 4, H, carries -0.027; number 5, O, carries -0.012; number 6, H, carries 0.030


Arrangement R

H10O5 | wB97M-V/def2-TZVPD

The value obtained for the HOMO-LUMO gap is 10.752 eV. The SMILES is O.O.O.O.O. As for the net charge: 0.

Atoms and positions in Å:
O -2.08282 1.65553 3.91047
H -0.37405 0.91894 0.82962
H -2.17100 2.61331 3.97268
H 1.85361 1.66382 -1.74042
H -1.06773 -2.12546 1.18483
O -1.19971 -3.04506 0.92811
O 1.59920 -1.72731 -4.00585
H 1.50145 -1.09920 -3.28135
H 2.12656 -1.25263 -4.65820
H 0.95387 0.20646 0.63204
H 0.94758 2.09884 -0.60029
H -1.75979 -2.99200 0.14550
O 0.00668 0.04264 0.70266
O 0.97778 1.51499 -1.36657
H -1.31162 1.52715 3.34677

Löwdin population analysis, charges in e, atoms 1 to 6: number 1, O, carries -0.056; number 2, H, carries 0.028; number 3, H, carries 0.034; number 4, H, carries 0.046; number 5, H, carries 0.002; number 6, O, carries -0.066


Most favorable structure: arrangement Q. The second most favorable one is 0.237 eV above it.